Density functional theory data (the ωB97M-V functional and the def2-TZVPD basis) for a cluster of 2 separate species, C4H7NO in total.

Calculated values
Energy above the lowest of the compared OMol25 structures with the same formula, charge and spin, kJ/mol: 625.16
E_tot, eV: -7793.16509
Orbital gap (alpha / beta), eV: 8.50 / 8.52

Last columns: bonded neighbours and bond lengths (Å).
Cartesian coordinates (Å):
1 C 2.02 0.19 -0.56  N2 1.445, H7 1.094, H8 1.096, H9 1.101
2 N 0.71 -0.25 -0.97  C1 1.445, C4 1.267
3 C -1.73 1.36 0.88  H10 1.115, H11 1.114
4 C -0.11 -0.62 -0.08  N2 1.267, C5 1.497, H12 1.105
5 C -1.44 -1.17 -0.51  C4 1.497, O6 1.208, H13 1.106
6 O -2.13 -1.83 0.23  C5 1.208
7 H 2.28 1.11 -1.09  C1 1.094
8 H 2.75 -0.57 -0.87  C1 1.096
9 H 2.12 0.34 0.53  C1 1.101
10 H -1.90 0.90 1.87  C3 1.115
11 H -0.98 2.15 1.12  C3 1.114
12 H 0.11 -0.65 1.00  C4 1.105
13 H -1.70 -0.96 -1.56  C5 1.106